{
  "formula": "C26H24ClIrN2O2Te",
  "method": "wB97M-V/def2-TZVPD",
  "de_lowest_ev": 0.8075,
  "fmax_ev_per_a": 0.93,
  "e_tot_ev": -57081.5898,
  "gap_ha": 0.210,
  "total_charge": 0,
  "elements": ["Ir", "Cl", "C", "C", "C", "C", "O", "C", "C", "N", "C", "C", "C", "C", "C", "C", "C", "C", "N", "C", "C", "H", "H", "H", "H", "H", "H", "H", "H", "H", "H", "C", "O", "H", "H", "H", "C", "C", "C", "C", "C", "C", "Te", "C", "C", "C", "H", "H", "H", "H", "H", "H", "H", "H", "H", "H", "H"],
  "coordinates": [[0.573, -1.235, 0.884], [5.623, 1.835, 5.166], [4.652, 0.893, 4.067], [5.255, -0.161, 3.341], [4.520, -0.905, 2.476], [3.122, -0.671, 2.272], [2.518, -1.448, 1.450], [2.529, 0.404, 3.007], [1.163, 0.782, 2.947], [0.268, 0.298, 2.141], [-1.118, 0.667, 2.223], [-1.678, 1.551, 3.095], [-3.073, 1.802, 3.069], [-3.884, 1.179, 2.170], [-3.333, 0.251, 1.251], [-4.100, -0.448, 0.283], [-3.490, -1.334, -0.547], [-2.100, -1.563, -0.422], [-1.375, -0.939, 0.469], [-1.963, -0.008, 1.299], [3.337, 1.165, 3.902], [6.308, -0.366, 3.483], [4.969, -1.708, 1.906], [0.858, 1.540, 3.666], [-1.074, 2.073, 3.824], [-3.492, 2.500, 3.781], [-4.947, 1.380, 2.148], [-5.167, -0.267, 0.221], [-4.047, -1.878, -1.296], [-1.565, -2.281, -1.031], [2.885, 1.976, 4.461], [0.854, -4.115, 0.826], [0.401, -3.064, 0.017], [0.614, -5.062, 0.331], [0.382, -4.131, 1.821], [1.942, -4.087, 0.982], [-2.068, 2.288, -5.065], [-1.168, 1.493, -4.156], [-0.356, 2.119, -3.223], [0.496, 1.400, -2.385], [1.331, 2.168, -1.392], [0.544, 0.002, -2.501], [1.897, -1.134, -1.348], [-0.294, -0.653, -3.424], [-0.306, -2.154, -3.595], [-1.130, 0.107, -4.236], [-2.134, 3.327, -4.743], [-3.076, 1.870, -5.085], [-1.689, 2.278, -6.089], [-0.389, 3.200, -3.134], [0.951, 3.186, -1.289], [2.372, 2.221, -1.715], [1.326, 1.689, -0.413], [-0.249, -2.674, -2.639], [0.555, -2.485, -4.178], [-1.210, -2.466, -4.122], [-1.769, -0.401, -4.952]]
}

=====

{
  "formula": "C26H24ClN5O4Pt",
  "method": "wB97M-V/def2-TZVPD",
  "de_lowest_ev": 0.0000,
  "fmax_ev_per_a": 0.31,
  "e_tot_ev": -58750.1037,
  "gap_ha": 0.231,
  "total_charge": 2,
  "elements": ["Pt", "Cl", "C", "C", "C", "C", "O", "C", "C", "N", "C", "C", "C", "C", "C", "C", "C", "C", "N", "C", "C", "H", "H", "H", "H", "H", "H", "H", "H", "H", "H", "N", "C", "O", "C", "C", "H", "H", "H", "H", "H", "H", "O", "C", "N", "C", "O", "C", "C", "C", "C", "N", "C", "H", "H", "H", "H", "H", "H", "H", "H"],
  "coordinates": [[-1.400, -0.144, 0.063], [-1.945, 1.289, -6.951], [-1.640, 0.663, -5.374], [-1.334, -0.695, -5.207], [-1.090, -1.208, -3.956], [-1.148, -0.405, -2.807], [-0.869, -0.988, -1.651], [-1.452, 0.971, -2.978], [-1.533, 1.926, -1.924], [-1.446, 1.679, -0.653], [-1.593, 2.674, 0.353], [-1.457, 4.025, 0.185], [-1.692, 4.895, 1.272], [-2.045, 4.413, 2.501], [-2.159, 3.018, 2.709], [-2.500, 2.422, 3.947], [-2.572, 1.061, 4.049], [-2.293, 0.268, 2.923], [-1.963, 0.795, 1.763], [-1.912, 2.159, 1.629], [-1.691, 1.478, -4.279], [-1.295, -1.338, -6.076], [-0.858, -2.257, -3.834], [-1.693, 2.959, -2.220], [-1.173, 4.442, -0.772], [-1.593, 5.960, 1.116], [-2.234, 5.088, 3.326], [-2.706, 3.052, 4.803], [-2.827, 0.581, 4.982], [-2.325, -0.813, 2.975], [-1.923, 2.527, -4.405], [-1.737, -4.234, 0.356], [-1.003, -3.146, 0.507], [-1.559, -2.074, 0.835], [0.498, -3.340, 0.384], [1.354, -2.104, 0.196], [-2.739, -4.169, 0.469], [-1.333, -5.136, 0.166], [0.694, -3.988, -0.471], [0.817, -3.912, 1.261], [0.930, -1.465, -0.578], [2.356, -2.407, -0.104], [-1.627, -0.592, 7.085], [-0.275, -0.906, 7.229], [0.505, -0.528, 6.045], [0.242, -1.112, 4.870], [-0.607, -1.979, 4.724], [1.035, -0.673, 3.657], [1.828, 0.457, 3.536], [2.466, 0.715, 2.326], [2.299, -0.155, 1.279], [1.521, -1.249, 1.408], [0.896, -1.500, 2.558], [-2.063, -1.347, 6.673], [-0.128, -1.971, 7.406], [0.123, -0.339, 8.066], [1.167, 0.225, 6.119], [1.956, 1.151, 4.357], [3.092, 1.586, 2.196], [2.766, -0.012, 0.314], [0.251, -2.362, 2.631]]
}

=====

{
  "formula": "C26H24ClN5O4Pt",
  "method": "wB97M-V/def2-TZVPD",
  "de_lowest_ev": 0.0000,
  "s2": 6.045,
  "fmax_ev_per_a": 0.86,
  "e_tot_ev": -58745.1207,
  "multiplicity": 5,
  "gap_ha": [0.260, 0.222],
  "total_charge": 2,
  "elements": ["Pt", "Cl", "C", "C", "C", "C", "O", "C", "C", "N", "C", "C", "C", "C", "C", "C", "C", "C", "N", "C", "C", "H", "H", "H", "H", "H", "H", "H", "H", "H", "H", "N", "C", "O", "C", "C", "H", "H", "H", "H", "H", "H", "O", "C", "N", "C", "O", "C", "C", "C", "C", "N", "C", "H", "H", "H", "H", "H", "H", "H", "H"],
  "coordinates": [[-0.026, 0.209, 0.084], [5.432, -4.574, -0.935], [4.336, -3.297, -1.046], [4.708, -2.119, -1.746], [3.826, -1.100, -1.834], [2.517, -1.173, -1.211], [1.753, -0.195, -1.312], [2.151, -2.411, -0.517], [0.854, -2.692, 0.077], [-0.170, -1.939, 0.061], [-1.428, -2.387, 0.561], [-1.803, -3.699, 0.549], [-3.039, -4.110, 1.086], [-3.890, -3.198, 1.629], [-3.553, -1.824, 1.623], [-4.396, -0.831, 2.172], [-4.017, 0.478, 2.139], [-2.805, 0.813, 1.516], [-2.004, -0.080, 0.982], [-2.332, -1.411, 1.059], [3.069, -3.423, -0.457], [5.688, -2.059, -2.205], [4.063, -0.186, -2.365], [0.761, -3.665, 0.559], [-1.151, -4.436, 0.095], [-3.310, -5.158, 1.060], [-4.837, -3.509, 2.056], [-5.342, -1.126, 2.615], [-4.636, 1.260, 2.562], [-2.494, 1.850, 1.435], [2.813, -4.354, 0.040], [1.071, 0.156, 4.508], [0.978, 0.288, 3.185], [0.877, -0.702, 2.440], [1.023, 1.686, 2.602], [1.382, 1.622, 1.140], [1.057, -0.760, 4.924], [1.206, 0.952, 5.107], [1.762, 2.270, 3.158], [0.057, 2.173, 2.770], [2.357, 1.176, 0.968], [1.284, 2.552, 0.585], [3.140, 3.429, -1.225], [2.517, 4.571, -1.819], [2.282, 4.463, -3.234], [1.125, 4.047, -3.844], [0.929, 4.154, -5.034], [0.056, 3.420, -2.981], [-1.247, 3.887, -3.088], [-2.253, 3.255, -2.376], [-1.931, 2.161, -1.602], [-0.678, 1.690, -1.510], [0.305, 2.316, -2.188], [4.062, 3.408, -1.499], [3.105, 5.467, -1.644], [1.566, 4.684, -1.311], [2.957, 4.860, -3.868], [-1.462, 4.733, -3.731], [-3.282, 3.590, -2.436], [-2.701, 1.604, -1.082], [1.305, 1.918, -2.083]]
}